(1)
C6H13ClNOP | ωB97M-V/def2-TZVPD

Output
Max |F|: 4.4 eV Å⁻¹
HOMO energy: -8.717 eV
E_tot: -1167.92175 Eh
SMILES string: CN1CC(C)(C)COP1Cl
2S+1: 1
Gap between HOMO and LUMO: 9.426 eV
Energy relative to the best compared isomer or geometry (same formula, charge and spin): 96.4 kJ/mol

Structure (XYZ):
```
23
Properties=species:S:1:pos:R:3:forces:R:3
C -1.770 -2.541 0.336 -1.324 2.154 2.337
N -1.274 -1.263 -0.230 3.284 0.611 1.246
C 0.216 -0.658 0.643 -3.046 -0.408 -3.131
C 0.799 0.585 -0.010 0.295 0.887 -0.925
C 2.268 0.285 -0.359 0.265 1.100 2.294
C 0.676 1.943 0.780 -2.544 -1.551 -1.268
C 0.107 0.867 -1.377 2.038 0.017 -1.969
O -1.315 1.073 -1.284 1.475 -0.510 -0.336
P -2.315 -0.062 -0.762 -0.829 -1.442 0.595
Cl -3.007 0.818 1.115 0.307 0.051 -0.157
H -1.140 -3.404 0.322 1.084 -0.036 -0.146
H -2.206 -2.403 1.418 1.161 -0.160 -1.609
H -2.642 -2.827 -0.185 -1.060 -0.250 -1.007
H 0.876 -1.518 0.607 -0.299 -0.008 0.518
H -0.268 -0.299 1.487 -0.488 -0.468 2.251
H 2.328 -0.619 -0.836 -0.009 -2.250 -1.801
H 3.020 0.122 0.461 -1.101 0.602 -0.050
H 2.652 1.063 -0.962 0.547 0.808 -0.819
H 0.514 1.913 1.817 -0.632 -0.734 1.540
H -0.134 2.559 0.342 0.502 -0.289 0.327
H 1.567 2.425 0.733 2.720 1.681 -0.718
H 0.470 1.824 -1.856 -0.252 -0.659 1.058
H 0.577 0.117 -2.198 -2.097 0.855 1.768
```
Forces are in eV/Å.


(2)
C46H36IrN4O10P2 | ωB97M-V/def2-TZVPD

Output
Max |F|: 0.4 eV Å⁻¹
HOMO energy: -11.314 eV
E_tot: -3532.59091 Eh
Net charge: +1
2S+1: 1
Gap between HOMO and LUMO: 7.060 eV
Energy relative to the best compared isomer or geometry (same formula, charge and spin): 0.0 kJ/mol

Structure (XYZ):
```
99
Properties=species:S:1:pos:R:3:forces:R:3
Ir -0.041 -0.064 -0.519 -0.092 0.019 0.237
O -0.008 1.802 -1.515 -0.089 0.150 -0.022
C -0.600 2.788 -1.059 0.046 -0.111 0.058
C -1.430 2.829 0.117 -0.025 -0.019 -0.100
C -2.219 3.982 0.240 -0.056 0.003 0.059
C -3.127 4.087 1.257 -0.002 -0.040 -0.048
C -3.256 3.084 2.217 0.002 -0.020 -0.010
C -2.472 1.960 2.131 -0.054 0.058 0.049
C -1.558 1.790 1.076 0.096 0.138 -0.012
O -0.844 0.680 1.118 -0.107 -0.051 -0.098
N -3.996 5.271 1.317 0.130 0.114 0.106
O -4.723 5.375 2.280 -0.040 -0.036 -0.033
O -3.911 6.067 0.404 -0.050 -0.037 -0.034
H -0.509 3.722 -1.622 -0.045 -0.010 -0.053
H -2.132 4.786 -0.480 -0.007 -0.010 -0.018
H -3.983 3.202 3.010 0.002 0.005 -0.001
H -2.556 1.174 2.869 0.018 -0.015 -0.020
C 1.108 -2.626 1.574 0.011 0.038 -0.005
N 2.403 -2.000 1.407 0.007 -0.020 -0.010
C 2.455 -0.603 1.806 0.008 -0.018 0.023
P 1.958 0.459 0.400 0.034 0.037 -0.037
C 1.922 2.157 1.022 0.045 -0.009 0.034
C 2.329 3.210 0.202 -0.022 0.007 -0.003
C 2.182 4.522 0.627 -0.001 -0.008 -0.013
C 1.632 4.792 1.873 0.000 -0.003 0.016
C 1.234 3.749 2.698 -0.002 0.011 -0.002
C 1.374 2.436 2.275 0.030 0.001 -0.020
C 3.326 0.345 -0.763 0.011 -0.015 0.015
C 3.147 -0.313 -1.975 0.006 -0.015 -0.007
C 4.215 -0.474 -2.847 0.000 -0.001 -0.001
C 5.462 0.028 -2.509 -0.003 0.002 0.006
C 5.646 0.694 -1.301 0.001 0.001 -0.007
C 4.583 0.852 -0.429 -0.005 0.009 0.015
C 3.553 -2.784 1.752 0.007 0.025 -0.023
C 3.515 -3.757 2.743 0.010 -0.008 0.024
C 4.654 -4.499 3.029 -0.017 0.001 0.005
C 5.836 -4.264 2.345 -0.002 0.011 -0.006
C 5.874 -3.285 1.360 0.009 -0.004 0.009
C 4.737 -2.555 1.056 -0.002 -0.009 -0.017
P -0.052 -2.187 0.228 0.024 -0.197 -0.126
C -1.632 -2.868 0.736 -0.014 0.056 0.046
C -2.548 -2.055 1.400 0.013 -0.027 -0.027
C -3.755 -2.582 1.826 -0.005 0.001 -0.008
C -4.051 -3.916 1.586 -0.015 0.001 0.015
C -3.138 -4.729 0.931 0.011 -0.019 -0.006
C -1.925 -4.210 0.505 0.006 0.002 0.005
C 0.477 -3.056 -1.266 0.046 -0.019 0.015
C -0.441 -3.163 -2.319 -0.007 0.027 0.023
C -0.060 -3.775 -3.502 0.018 -0.013 -0.014
C 1.228 -4.273 -3.648 -0.008 0.008 0.000
C 2.142 -4.164 -2.607 0.004 0.002 -0.001
C 1.774 -3.553 -1.419 -0.019 -0.020 0.035
H 0.612 -2.382 2.526 0.009 0.010 -0.003
H 1.213 -3.711 1.532 -0.009 -0.002 0.010
H 3.479 -0.336 2.070 -0.001 0.005 0.011
H 1.822 -0.396 2.679 -0.015 -0.015 -0.006
H 2.754 3.008 -0.774 0.001 -0.005 0.001
H 2.501 5.333 -0.014 0.000 0.001 0.002
H 1.519 5.816 2.204 -0.002 0.001 -0.001
H 0.811 3.958 3.672 -0.001 -0.001 0.000
H 1.037 1.636 2.920 -0.006 0.001 0.010
H 2.179 -0.720 -2.249 -0.017 -0.004 0.014
H 4.069 -0.989 -3.787 0.003 0.002 -0.001
H 6.295 -0.093 -3.188 0.000 -0.002 -0.001
H 6.619 1.089 -1.042 0.000 -0.001 -0.001
H 4.731 1.374 0.510 0.000 -0.001 -0.005
H 2.607 -3.937 3.306 -0.005 0.001 -0.007
H 4.615 -5.255 3.802 0.004 -0.002 -0.001
H 6.721 -4.840 2.574 -0.001 -0.001 0.001
H 6.790 -3.100 0.813 0.001 -0.003 0.001
H 4.756 -1.814 0.265 -0.011 -0.002 0.007
H -2.319 -1.009 1.556 -0.018 0.003 0.023
H -4.475 -1.949 2.327 0.001 0.003 0.007
H -5.000 -4.323 1.907 0.000 0.000 0.000
H -3.373 -5.768 0.742 0.000 0.002 -0.002
H -1.223 -4.846 -0.020 0.005 0.003 -0.011
H -1.444 -2.770 -2.205 0.010 -0.034 0.003
H -0.773 -3.863 -4.311 -0.001 -0.003 0.001
H 1.519 -4.751 -4.574 0.004 -0.003 0.004
H 3.143 -4.559 -2.716 -0.002 0.001 -0.005
H 2.499 -3.466 -0.621 0.011 0.007 0.013
O -3.814 -1.444 -1.494 0.056 0.019 0.009
C -3.094 -0.471 -1.540 -0.155 -0.136 0.127
O -1.793 -0.520 -1.502 0.131 0.171 -0.381
C -3.712 0.899 -1.678 -0.036 -0.005 0.098
C -3.219 1.842 -2.566 0.010 -0.022 -0.027
C -3.861 3.065 -2.662 -0.013 0.021 0.044
C -4.954 3.407 -1.892 0.019 -0.010 0.029
C -5.389 2.454 -0.991 -0.023 -0.014 0.008
C -4.814 1.203 -0.888 0.041 0.014 0.036
N -6.505 2.800 -0.081 0.035 0.004 -0.011
O -7.063 3.856 -0.267 -0.005 0.007 0.004
O -6.763 2.005 0.799 -0.006 -0.003 0.013
N -3.315 4.078 -3.583 0.114 -0.043 -0.093
O -4.023 5.007 -3.886 -0.035 0.026 0.021
O -2.169 3.909 -3.964 0.004 0.023 0.056
H -2.357 1.633 -3.183 0.004 0.011 0.008
H -5.428 4.375 -1.965 0.006 0.003 -0.015
H -5.213 0.474 -0.197 -0.009 0.001 0.000
```
Forces are in eV/Å.


(3)
C8H24As6F36N2O2 | ωB97M-V/def2-TZVPD

Output
Max |F|: 2.7 eV Å⁻¹
HOMO energy: -1.694 eV
E_tot: -17589.79561 Eh
Net charge: -4
2S+1: 1
Gap between HOMO and LUMO: 6.036 eV

Structure (XYZ):
```
78
Properties=species:S:1:pos:R:3:forces:R:3
C 1.087 -1.674 2.150 0.390 -0.222 0.348
C 0.965 -1.391 0.646 -1.586 -1.352 -0.637
C 0.999 0.080 0.397 0.268 2.639 0.073
O 0.868 0.690 -0.869 0.181 -0.967 -0.270
C -0.356 0.610 -1.583 -0.421 0.285 -0.489
N 1.932 -2.155 -0.249 -0.225 1.188 0.499
H 2.796 -1.605 -0.187 0.612 -0.956 0.008
H 1.958 -3.148 0.013 0.516 0.202 0.282
H 1.699 -2.126 -1.250 -0.416 0.272 0.029
H 2.077 -2.016 2.453 0.072 0.117 -0.133
H 0.367 -2.401 2.524 -0.006 -0.235 -0.484
H 0.860 -0.775 2.727 0.219 0.200 -0.199
H -0.006 -1.801 0.359 -0.078 0.268 -0.129
H 1.925 0.557 0.746 0.359 -0.687 0.094
H 0.275 0.573 1.065 -0.374 -0.696 0.030
H -0.743 -0.389 -1.795 0.225 -0.094 0.265
H -0.184 1.109 -2.537 0.177 -0.164 -0.047
H -1.157 1.205 -1.125 -0.040 -0.501 0.260
C -2.933 1.374 3.941 -1.354 0.977 0.497
C -2.213 2.605 3.421 1.571 0.272 0.421
C -1.591 2.477 2.050 0.046 -1.438 -1.190
O -1.087 3.639 1.437 -0.559 0.124 1.722
C -0.227 3.324 0.331 0.177 0.417 -0.214
N -3.048 3.884 3.434 -0.863 -0.027 -0.708
H -3.554 3.888 2.541 0.020 0.089 -0.041
H -3.754 3.976 4.163 0.205 -0.375 0.190
H -2.483 4.733 3.435 0.348 -0.239 -0.165
H -2.305 0.490 3.979 0.035 0.040 -0.342
H -3.884 1.165 3.446 0.372 -0.315 -0.653
H -3.275 1.615 4.956 0.369 -0.140 0.229
H -1.395 2.794 4.120 -0.083 0.353 0.076
H -2.286 1.968 1.365 -0.244 0.050 0.001
H -0.804 1.727 2.191 0.075 0.066 0.039
H 0.671 2.782 0.634 -0.162 -0.011 0.217
H 0.067 4.300 -0.048 -0.034 -0.194 -0.390
H -0.767 2.727 -0.404 0.131 0.413 0.014
As 5.432 -0.693 2.263 0.079 0.425 0.110
F 4.480 0.505 3.136 0.274 -0.158 -0.224
F 4.040 -1.071 1.248 0.513 -0.010 0.264
F 6.449 -1.892 1.514 -0.463 0.330 -0.235
F 6.828 -0.352 3.314 -0.613 0.297 -0.427
F 4.869 -1.872 3.405 0.079 -0.100 0.028
F 5.847 0.548 1.092 0.280 -0.630 0.700
As 1.170 -6.247 1.758 -0.478 0.302 -0.116
F 0.990 -7.684 2.751 -0.013 0.159 -0.146
F 2.894 -6.375 1.811 0.024 0.040 0.223
F 1.339 -4.756 0.795 0.069 -0.629 0.289
F -0.554 -6.066 1.585 0.486 -0.240 0.247
F 1.155 -5.297 3.248 0.056 -0.289 -0.763
F 1.198 -7.288 0.336 -0.091 0.547 0.339
As -3.988 0.686 -4.203 0.204 0.047 0.811
F -2.758 -0.458 -3.718 -0.193 0.305 -0.582
F -4.410 -0.259 -5.608 0.220 0.233 -0.095
F -5.321 1.807 -4.568 0.619 -0.323 -0.073
F -3.604 1.617 -2.780 -0.270 0.085 -0.064
F -2.814 1.663 -5.109 -1.158 -0.887 0.365
F -5.145 -0.292 -3.271 0.282 0.572 -0.413
As 3.459 -1.694 -3.511 0.133 0.855 0.594
F 3.261 -0.242 -4.445 0.039 -0.599 0.007
F 5.201 -1.617 -3.690 -0.432 -0.334 -0.274
F 3.579 -3.118 -2.494 0.199 0.086 -0.211
F 1.720 -1.761 -3.191 0.403 0.020 -0.170
F 3.298 -2.698 -4.927 0.057 0.234 0.293
F 3.659 -0.691 -2.072 -0.255 -0.408 -0.192
As 0.151 4.894 -4.418 -0.870 -0.553 -0.584
F -0.193 3.173 -4.555 0.471 1.196 0.251
F -1.460 5.153 -3.697 1.003 -0.079 -0.332
F 0.369 6.658 -4.386 0.247 -0.443 0.420
F 1.755 4.709 -5.120 -0.457 0.093 0.304
F -0.482 5.131 -6.033 -0.109 -0.080 0.149
F 0.852 4.690 -2.835 -0.211 0.260 -0.129
As -3.386 -1.952 1.129 -0.638 -0.547 -1.280
F -3.274 -0.665 -0.047 0.228 0.037 0.843
F -2.307 -1.117 2.234 -0.077 0.372 0.055
F -3.504 -3.245 2.316 -0.198 0.513 -0.404
F -4.475 -2.751 0.015 0.254 -0.140 0.724
F -2.024 -2.737 0.395 -0.124 0.094 0.268
F -4.792 -1.151 1.854 0.510 -0.015 0.232
```
Forces are in eV/Å.


(4)
C14H24BFNO2 | ωB97M-V/def2-TZVPD

Output
Max |F|: 1.7 eV Å⁻¹
HOMO energy: -3.807 eV
E_tot: -877.86098 Eh
Net charge: -1
2S+1: 1
Gap between HOMO and LUMO: 6.998 eV
Energy relative to the best compared isomer or geometry (same formula, charge and spin): 0.0 kJ/mol

Structure (XYZ):
```
43
Properties=species:S:1:pos:R:3:forces:R:3
C 2.233 -3.471 -1.509 0.233 0.408 -0.721
C 3.008 -2.189 -1.982 -0.988 0.092 0.390
C 2.105 -0.908 -2.115 1.365 0.377 0.576
C 3.102 0.306 -2.359 -0.327 -1.132 -0.483
C 1.241 -0.721 -0.852 -0.996 0.519 0.473
O 1.918 -0.467 0.373 -0.037 -0.176 -1.475
B 0.777 -0.076 1.292 1.147 -0.403 0.711
O -0.443 0.114 0.446 0.139 0.159 -0.734
C 0.167 0.438 -0.813 0.440 -0.002 0.415
C -0.781 0.649 -2.023 0.334 -0.673 0.774
C -1.610 -0.590 -2.437 -1.472 0.795 0.404
C -2.487 -1.193 -1.307 -0.212 0.210 -0.680
F -0.852 -1.631 -2.986 0.245 0.229 -0.001
H 2.550 -4.345 -2.119 -0.039 0.332 0.667
H 2.434 -3.608 -0.432 -0.299 -0.237 -0.545
H 1.145 -3.360 -1.678 0.529 -0.039 0.186
H 3.752 -1.949 -1.192 -0.169 -0.186 -0.755
H 3.476 -2.355 -2.973 0.096 0.046 0.610
H 1.509 -0.995 -3.043 -0.196 -0.124 0.771
H 2.756 1.242 -1.890 0.289 -0.395 -0.226
H 4.103 -0.011 -2.000 -0.555 0.633 0.080
H 3.200 0.406 -3.465 -0.027 0.331 0.691
H 0.608 -1.612 -0.600 0.324 0.202 -1.051
H 1.210 0.903 1.865 -0.334 0.902 0.150
H 0.706 -0.928 2.156 -0.737 -0.435 0.161
H 0.666 1.414 -0.570 0.153 -0.510 -0.904
H -1.478 1.471 -1.742 0.200 -0.598 -0.304
H -0.169 1.007 -2.878 -0.327 -0.255 0.387
H -2.305 -0.262 -3.246 0.482 -0.208 0.281
H -3.303 -1.788 -1.777 0.639 0.094 0.271
H -1.864 -1.825 -0.653 -0.416 0.476 -0.088
H -3.001 -0.381 -0.752 0.612 -0.494 -0.067
N -3.005 2.354 2.537 0.145 0.097 0.486
C -3.544 2.934 3.617 0.063 -0.134 -0.324
C -2.906 3.027 4.843 -0.002 0.007 0.022
C -1.634 2.485 4.963 0.072 -0.044 -0.015
C -1.055 1.877 3.861 -0.065 0.119 0.338
C -1.774 1.838 2.676 -0.263 0.029 -0.472
H -4.541 3.340 3.475 -0.016 0.034 0.076
H -3.392 3.510 5.681 -0.023 0.001 -0.024
H -1.102 2.536 5.906 -0.014 0.002 -0.009
H -0.066 1.442 3.914 -0.022 -0.034 -0.163
H -1.354 1.373 1.787 0.027 -0.012 0.121
```
Forces are in eV/Å.